Density functional theory data (wB97M-V/def2-TZVPD) for an isolated molecule of C2H3ClNOP at a distorted geometry.

XYZ file:
```
9
Properties=species:S:1:pos:R:3
C 0.3037 -0.1500 1.1762
C 0.0360 -0.8335 -0.1995
N 0.8334 0.9357 1.3858
O 0.5324 -0.1170 -1.2581
P 0.5487 1.4570 -1.4410
Cl -1.3709 2.0662 -1.0273
H -0.1392 -0.8333 1.9985
H 0.3975 -1.7652 -0.2251
H -1.1417 -0.7600 -0.4095
```

Computed properties:
HOMO (alpha / beta): -7.996 / -9.458 eV
lowest unoccupied orbital energy (alpha / beta): -0.034 / -0.025 hartree
frontier orbital gap (alpha / beta): 7.08 / 8.78 eV
strongest force on any atom: 0.1222 Eh/bohr

---

Density functional theory data (wB97M-V/def2-TZVPD) for a structure of composition C23H61BrFN3O22S2 at a distorted geometry.

XYZ file:
```
113
Properties=species:S:1:pos:R:3
C -3.9342 1.3947 1.8622
C -2.5981 1.1540 2.5409
C -1.2175 1.5726 1.8330
C 0.0486 0.4768 1.8364
C 0.9276 0.8958 3.1981
O 0.0591 1.3052 4.3397
C 0.8573 2.3227 5.0507
C -0.4018 -1.0667 2.0589
Br 1.0560 -2.4530 2.1987
O -1.0541 -1.3346 3.3887
C -0.9040 -2.7783 3.7391
N -1.3668 -3.9841 4.0045
C -1.3511 -1.5321 0.8015
N -1.4042 -3.0250 0.5550
C -2.6593 -3.4575 -0.1704
C -4.0006 -3.5511 0.7707
C -5.0560 -2.3919 0.1912
S -0.9746 -0.6789 -0.8089
O -2.3532 -0.1147 -1.3390
O -0.5107 -1.6526 -1.9644
O 0.0956 0.5980 -0.8010
C 0.8262 0.8558 0.4388
C 1.1833 2.4911 0.3747
C 0.3876 3.3192 -0.7869
C 1.2540 3.4222 -2.2151
N 0.9465 2.3106 -3.1893
C 1.8327 2.6301 -4.4117
C 3.2207 1.7427 -4.1924
C 4.5833 2.4514 -3.5480
C 5.8806 1.4231 -3.3430
C 5.8486 -0.1853 -3.7249
C 4.4843 -0.8594 -4.3894
C 3.1746 0.1445 -4.6093
O 1.9334 -0.4385 -5.2004
S 2.4841 0.0106 0.1315
O 3.3689 -0.1521 1.3887
O 2.2547 -1.3485 -0.6501
F 3.4957 0.8413 -1.0347
H -4.7062 0.5404 1.6441
H -4.1709 2.5407 1.6270
H -2.6869 0.6864 3.6361
H -1.5199 1.8928 0.7210
H -0.8936 2.6157 2.3212
H 1.5842 0.0189 3.6127
H 1.6573 1.7924 3.0205
H 0.4266 2.5691 6.1344
H 0.8245 3.3118 4.4109
H 1.9713 1.9805 5.1852
H -2.4637 -1.2300 1.1145
H -0.6142 -3.3786 -0.0235
H -2.9124 -2.8228 -1.1205
H -2.4509 -4.5643 -0.5590
H -4.5650 -4.5770 0.6352
H -3.8262 -3.2716 1.8991
H -5.0371 -2.3168 -0.9840
H -4.6431 -1.3717 0.6000
H -6.1633 -2.5980 0.5187
H 2.3421 2.6905 0.1634
H 1.0122 3.0562 1.3846
H 0.3653 4.4523 -0.4038
H -0.7344 3.0400 -0.9498
H 0.8555 4.4266 -2.7230
H 2.3912 3.6059 -2.0043
H -0.0485 2.3873 -3.5246
H 2.1795 3.7717 -4.3924
H 1.2994 2.4226 -5.4321
H 4.6258 3.6017 -3.2598
H 6.8677 1.8715 -2.8978
H 6.8034 -0.8581 -3.5167
H 4.3991 -1.9962 -4.6716
H 2.2145 -1.2674 -5.7231
O 7.8938 -1.0943 -6.4663
H 7.1118 -1.0403 -5.8966
H 7.5953 -1.6185 -7.2246
O -1.5198 2.1297 -4.9360
H -2.3572 2.2969 -5.3940
H -1.3665 1.1819 -5.0669
O -5.8923 3.4666 3.2807
H -6.7552 3.0590 3.1129
H -5.9788 3.8400 4.1707
O 4.3156 -3.8609 -5.9231
H 3.8775 -4.7235 -5.9783
H 5.1812 -4.0623 -5.5369
O -2.2430 -4.4586 6.8940
H -2.0242 -4.4190 5.9509
H -2.5740 -3.5703 7.0950
O -4.2754 1.0763 5.0436
H -4.5488 0.1663 4.8540
H -5.0114 1.6150 4.7164
O 6.2295 0.9918 -8.1960
H 6.7404 0.3651 -7.6620
H 6.4280 1.8534 -7.7996
O 3.6354 5.4120 -3.8833
H 3.8543 5.4516 -4.8264
H 3.3045 6.3003 -3.6823
O -1.9053 3.8411 -7.8002
H -1.3944 3.2144 -7.2661
H -1.7068 4.7027 -7.4038
O 1.2585 0.8825 7.8239
H 0.8205 0.0199 7.7686
H 2.1241 0.6811 8.2101
O -3.4483 -6.3366 1.0780
H -2.8769 -5.6997 1.5327
H -2.9055 -7.1371 1.0182
O -5.4108 -4.8988 -1.3502
H -4.7327 -4.8290 -2.0389
H -5.3903 -5.8335 -1.0955
O -2.2798 0.6841 7.8092
H -2.7206 1.0289 7.0181
H -2.9901 0.6240 8.4655
O -0.5706 -4.9889 9.6506
H -1.0114 -4.6441 8.8595
H -1.2809 -5.0490 10.3070
```

Computed properties:
HOMO: -7.671 eV
lowest unoccupied orbital energy: -0.036 hartree
frontier orbital gap: 6.69 eV
strongest force on any atom: 0.2277 Eh/bohr

---

Density functional theory data (wB97M-V/def2-TZVPD) for an isolated molecule of C6H13NOSi at a distorted geometry.

XYZ file:
```
22
Properties=species:S:1:pos:R:3
C -2.5476 0.9261 -0.7505
C -1.7413 0.3222 0.1352
C 2.9032 -0.4100 -0.0307
C 2.5734 -1.3739 1.0969
C 1.7759 0.6101 -0.3433
C -3.7983 1.6540 -0.3555
N 0.3289 -1.8014 0.6941
O 1.6525 -2.3624 0.6191
Si 0.0547 -0.3760 -0.3409
H -2.3429 1.1539 -1.7664
H -1.9484 0.3115 1.1108
H 3.7502 0.0878 0.3213
H 3.0135 -0.8222 -1.0792
H 3.4352 -1.7852 1.4541
H 2.2708 -0.7588 1.9965
H 1.6882 1.5216 0.3413
H 1.8576 1.0768 -1.3748
H -4.6136 1.4150 -0.9882
H -3.8089 2.6808 -0.1259
H -4.1766 1.3009 0.5179
H -0.3724 -2.4803 0.5177
H 0.0457 -0.8905 -1.6493
```

Computed properties:
HOMO: -8.451 eV
lowest unoccupied orbital energy: 0.036 hartree
frontier orbital gap: 9.42 eV
structure (SMILES): C/C=C/[Si@H]1CCCON1
strongest force on any atom: 0.1100 Eh/bohr

---

Density functional theory data (wB97M-V/def2-TZVPD) for a cluster of 2 separate species, C7H7N in total at a distorted geometry.

XYZ file:
```
15
Properties=species:S:1:pos:R:3
C 2.0493 0.1916 -0.6548
C 1.9653 -0.9793 -0.6695
C -1.7042 -0.6326 -0.7153
C -1.2771 0.7289 -0.7315
C -0.4467 1.3056 0.2448
C 0.0877 0.5110 1.1963
C -0.2712 -0.8828 1.0182
H 1.9266 1.2270 -0.2479
H 2.1760 -2.1157 -0.6885
H -2.7513 -0.8971 -1.3420
H -1.7800 1.4501 -1.4674
H 0.0559 2.2614 0.0935
H 0.8322 0.7694 2.0030
H 0.4130 -1.4750 1.7385
N -1.2756 -1.4624 0.2224
```

Computed properties:
HOMO: -8.934 eV
lowest unoccupied orbital energy: 0.023 hartree
frontier orbital gap: 9.57 eV
structure (SMILES): c1ccncc1.C#C
strongest force on any atom: 0.1185 Eh/bohr

---

Density functional theory data (wB97M-V/def2-TZVPD) for a cluster of 2 separate species, C5H14 in total at a distorted geometry.

XYZ file:
```
19
Properties=species:S:1:pos:R:3
C 2.4441 -1.3723 0.2169
C 2.4915 0.2091 0.1516
H 1.5608 -1.5580 0.8982
H 2.3053 -1.9421 -0.6552
H 3.3389 -1.6389 0.8411
H 3.5295 0.5566 0.0974
H 2.1269 0.6009 1.1328
H 2.0163 0.5713 -0.6948
C -1.3431 0.6677 -0.2943
C -2.6765 1.2954 -0.1980
C -1.0724 -0.7469 0.0585
H -1.0658 0.8894 -1.4145
H -0.5464 1.2263 0.2740
H -3.4058 1.0910 0.6123
H -3.4643 1.1123 -0.9835
H -0.0230 -0.8836 0.2102
H -1.6550 -1.1840 0.8573
H -2.5555 2.3740 -0.1490
H -1.2242 -1.5329 -0.6345
```

Computed properties:
HOMO: -10.548 eV
lowest unoccupied orbital energy: 0.041 hartree
frontier orbital gap: 11.67 eV
structure (SMILES): CCC.CC
strongest force on any atom: 0.0830 Eh/bohr

---

Density functional theory data (wB97M-V/def2-TZVPD) for a cluster of 10 separate species, C42H102N2O10 in total at a distorted geometry.

XYZ file:
```
156
Properties=species:S:1:pos:R:3
C -12.3715 5.1103 14.3701
C -13.2300 3.8683 14.0999
C -13.0034 3.2827 12.7190
C -13.7690 2.0228 12.4790
C -13.4179 0.9176 13.5376
C -13.3608 1.4415 14.9767
N -12.8994 2.8159 15.1079
O -12.7868 3.1619 16.4463
C -14.8104 1.2038 15.5879
C -12.4244 0.5786 15.7467
C -14.7251 4.3592 14.1419
H -12.6255 5.8648 13.6041
H -11.3617 4.7355 14.3419
H -12.5967 5.4497 15.3542
H -13.2920 4.0853 12.0087
H -11.9783 2.9883 12.6680
H -13.6824 1.5493 11.4907
H -14.8019 2.2674 12.6149
H -12.4160 0.5622 13.1979
H -14.1205 0.0907 13.4337
H -15.5392 1.7764 14.9823
H -15.0120 0.1353 15.4595
H -14.8628 1.5638 16.6170
H -12.2501 1.0471 16.7663
H -12.6524 -0.4347 15.9149
H -11.4085 0.6108 15.3204
H -15.3159 3.5871 13.7284
H -14.7204 5.2105 13.4732
H -15.0529 4.7230 15.1228
H -13.6294 3.5386 16.8117
C -20.4437 -3.8750 12.1727
C -21.7530 -3.1278 12.5408
C -21.6663 -2.3918 13.8823
C -20.8544 -1.1340 13.6775
C -21.5294 -0.1914 12.6348
C -21.5893 -0.8621 11.2158
N -22.2867 -2.1517 11.5686
O -22.4388 -2.8308 10.3118
C -22.4506 -0.0705 10.2044
C -20.2065 -1.0052 10.5275
C -22.8138 -4.2340 12.5288
H -20.4396 -4.8035 12.7366
H -19.4984 -3.3574 12.4483
H -20.4179 -4.0061 11.0960
H -22.6581 -2.0778 14.2304
H -21.1536 -2.9881 14.6697
H -19.8870 -1.3479 13.3003
H -20.7785 -0.5888 14.6132
H -21.0440 0.7621 12.5765
H -22.5346 0.0055 12.9226
H -22.4593 -0.5122 9.2434
H -23.5668 0.0376 10.4981
H -22.1416 0.9857 10.1960
H -19.9980 -0.1633 9.8353
H -19.3433 -1.1795 11.1780
H -20.3134 -1.8544 9.7974
H -23.8418 -3.8320 12.4571
H -22.7130 -4.7651 13.4361
H -22.6332 -4.9410 11.7483
H -23.4051 -2.7906 10.2202
C -16.6378 5.4501 18.5620
C -15.4389 4.4841 18.3293
C -14.7194 4.3011 19.6613
O -15.8496 3.1771 17.7970
H -17.2391 5.1716 19.4559
H -17.2625 5.4430 17.6745
H -16.2588 6.4702 18.6808
H -14.7810 4.9190 17.5420
H -15.3408 3.6258 20.2323
H -14.5293 5.2512 20.2483
H -13.7885 3.7581 19.3979
H -16.5894 2.7609 18.2794
C -18.6388 4.5042 10.2071
C -20.0299 4.8968 9.7519
C -20.7486 3.8158 8.9707
O -20.9517 5.3451 10.7634
H -17.9777 4.0483 9.4969
H -18.6626 3.7946 11.0501
H -18.2154 5.4980 10.5115
H -20.0032 5.8162 9.1799
H -20.9091 3.0062 9.6607
H -20.3048 3.4308 8.0066
H -21.7388 4.1748 8.6319
H -20.7506 5.1698 11.7033
C -22.4101 1.7870 16.0173
C -22.4676 3.0677 16.8899
C -23.9146 3.3600 17.3551
O -21.4557 3.0405 17.8429
H -22.7887 0.9164 16.5849
H -21.3496 1.6486 15.7843
H -22.9908 1.8616 15.1024
H -22.2443 3.8759 16.1063
H -24.5417 3.2177 16.4450
H -24.0131 4.4179 17.7136
H -24.2414 2.6459 18.1335
H -21.2492 3.9220 18.2638
C -24.7649 2.0690 12.6822
C -23.6784 3.0067 12.1112
C -24.2679 3.7161 10.9997
O -23.2891 3.9536 13.0880
H -25.5754 2.6400 13.1733
H -24.2725 1.5693 13.5255
H -24.9744 1.3380 11.9553
H -22.7427 2.5145 11.7712
H -24.5002 3.0532 10.1721
H -23.5197 4.4685 10.5759
H -25.2129 4.2092 11.2779
H -23.4318 4.8125 12.6229
C -21.3746 7.8899 19.2167
C -21.7246 6.7090 18.3590
C -21.4342 6.8806 16.8741
O -20.9983 5.5571 18.7975
H -21.4938 7.7287 20.3088
H -22.0582 8.6716 18.8990
H -20.3247 8.1644 19.0484
H -22.8519 6.5077 18.4416
H -20.3806 7.0154 16.6974
H -21.8765 7.8166 16.4595
H -21.8184 6.0311 16.3212
H -20.9375 5.6607 19.7565
C -18.7169 0.5374 17.6704
C -18.5811 0.9160 19.1117
C -17.3611 0.3632 19.7770
O -18.4921 2.3632 19.2084
H -18.7156 -0.5060 17.5113
H -17.7821 0.8439 17.1167
H -19.5978 1.0327 17.1920
H -19.4215 0.6393 19.7107
H -16.4149 0.8562 19.4677
H -17.4178 -0.7438 19.6053
H -17.4846 0.4407 20.8351
H -19.2638 2.8230 18.7831
C -17.1709 -1.9605 14.8864
C -16.2966 -2.1057 13.6732
C -16.6201 -1.0232 12.7116
O -14.8939 -2.1022 13.9832
H -17.0874 -0.9476 15.1289
H -16.7693 -2.5442 15.7492
H -18.2101 -2.2444 14.6026
H -16.5690 -3.0373 13.1794
H -16.2058 -1.1229 11.7120
H -16.2246 -0.0453 13.0474
H -17.6936 -0.8464 12.6740
H -14.7987 -2.5655 14.8150
C -19.1937 2.8723 14.3928
C -19.7618 4.3181 14.5935
C -18.6394 5.3378 14.6952
O -20.6451 4.7094 13.4775
H -18.5759 2.5019 15.2520
H -18.6313 2.7152 13.4798
H -20.0050 2.1580 14.3322
H -20.2527 4.3989 15.5586
H -17.9847 5.1290 15.5466
H -19.1386 6.3217 14.7128
H -18.0362 5.3280 13.8221
H -21.5271 4.3168 13.5828
```

Computed properties:
HOMO: -7.586 eV
lowest unoccupied orbital energy: 0.017 hartree
frontier orbital gap: 8.04 eV
structure (SMILES): CC1(C)CCCC(C)(C)N1O.CC1(C)CCCC(C)(C)N1O.CC(C)O.CC(C)O.CC(C)O.CC(C)O.CC(C)O.CC(C)O.CC(C)O.CC(C)O
strongest force on any atom: 0.0721 Eh/bohr